The following is a quantum chemistry calculation of a molecular structure, C35H34F12MoN3O2SbSe5, from OMol25.

Output
- 2S+1 = 3
- charge = -2
- gap between HOMO and LUMO (spin up / spin down) (eV) = 5.59 / 5.69
- E_tot (eV) = -413157.1448
- HOMO energy (spin up / spin down) (eV) = -1.80 / -1.90
- LUMO level (spin up / spin down) (eV) = 3.8 / 3.8

Cartesian coordinates (Å):
Mo (0.531, -0.858, -0.715)
C (0.362, -2.567, 6.383)
C (0.491, -2.511, 4.883)
C (0.982, -3.580, 4.141)
C (1.078, -3.515, 2.772)
C (0.699, -2.368, 2.028)
N (0.818, -2.356, 0.677)
C (1.327, -3.474, -0.021)
C (2.657, -3.867, 0.140)
C (3.191, -4.897, -0.604)
C (2.411, -5.584, -1.529)
C (3.011, -6.676, -2.374)
C (1.096, -5.184, -1.704)
C (0.548, -4.121, -0.991)
C (-0.840, -3.546, -1.307)
O (-0.845, -2.173, -1.343)
C (-1.875, -4.074, -0.257)
F (-1.668, -3.581, 0.959)
F (-1.827, -5.419, -0.145)
F (-3.142, -3.761, -0.593)
C (-1.372, -3.989, -2.712)
F (-1.740, -5.296, -2.756)
F (-2.456, -3.282, -3.060)
F (-0.468, -3.809, -3.674)
C (0.154, -1.292, 2.779)
C (0.081, -1.400, 4.167)
C (-0.423, -0.023, 2.134)
O (-0.167, 0.216, 0.809)
C (0.124, 1.240, 2.885)
F (1.444, 1.149, 3.062)
F (-0.101, 2.368, 2.200)
F (-0.433, 1.447, 4.104)
C (-1.979, -0.033, 2.246)
F (-2.450, -0.297, 3.479)
F (-2.505, 1.164, 1.894)
F (-2.493, -0.944, 1.421)
H (0.973, -3.373, 6.795)
H (-0.671, -2.744, 6.698)
H (0.688, -1.634, 6.848)
H (1.298, -4.488, 4.647)
H (1.452, -4.372, 2.233)
H (3.273, -3.306, 0.830)
H (4.242, -5.144, -0.498)
H (3.463, -7.456, -1.758)
H (3.791, -6.267, -3.020)
H (2.255, -7.140, -3.009)
H (0.505, -5.694, -2.452)
H (-0.335, -0.579, 4.733)
Se (3.846, 1.968, -3.505)
Sb (3.676, -0.276, -2.595)
Se (2.930, -0.252, -0.166)
Se (1.501, -1.422, -3.110)
Se (5.579, -1.738, -2.875)
C (4.316, 4.074, -0.217)
C (3.249, 5.148, -0.415)
C (1.990, 4.628, -1.105)
C (1.366, 3.472, -0.326)
N (-0.090, 3.421, -0.452)
C (-0.796, 2.475, -1.097)
Se (-0.084, 1.233, -2.295)
N (-2.106, 2.663, -0.808)
C (-3.202, 1.788, -1.208)
C (-4.061, 2.400, -2.308)
C (-3.382, 2.440, -3.676)
C (-3.266, 1.065, -4.324)
C (-2.241, 3.769, 0.014)
C (-3.348, 4.350, 0.612)
C (-3.121, 5.450, 1.425)
C (-1.829, 5.943, 1.638)
C (-0.723, 5.351, 1.048)
C (-0.955, 4.259, 0.228)
H (5.200, 4.488, 0.272)
H (4.611, 3.636, -1.171)
H (3.949, 3.249, 0.399)
H (3.661, 5.970, -1.008)
H (2.970, 5.575, 0.557)
H (2.232, 4.271, -2.110)
H (1.266, 5.443, -1.206)
H (1.580, 3.550, 0.743)
H (1.757, 2.512, -0.665)
H (-3.794, 1.591, -0.313)
H (-2.750, 0.847, -1.522)
H (-4.350, 3.411, -2.004)
H (-4.984, 1.816, -2.379)
H (-2.386, 2.882, -3.578)
H (-3.955, 3.104, -4.330)
H (-2.650, 0.392, -3.728)
H (-2.794, 1.136, -5.305)
H (-4.253, 0.613, -4.453)
H (-4.344, 3.955, 0.463)
H (-3.960, 5.929, 1.913)
H (-1.688, 6.797, 2.288)
H (0.280, 5.711, 1.231)

In the Löwdin picture, each atom carries the following charge in e: atom 1 (Mo): 1.058, atom 2 (C): -0.074, atom 3 (C): -0.291, atom 4 (C): -0.060, atom 5 (C): -0.014, atom 6 (C): -0.221, atom 7 (N): -0.148, atom 8 (C): -0.285, atom 9 (C): -0.041, atom 10 (C): -0.030, atom 11 (C): -0.262, atom 12 (C): -0.058, atom 13 (C): 0.010, atom 14 (C): -0.092, atom 15 (C): -0.326, atom 16 (O): -0.342, atom 17 (C): -0.536, atom 18 (F): 0.173, atom 19 (F): 0.137, atom 20 (F): 0.143, atom 21 (C): -0.558, atom 22 (F): 0.122, atom 23 (F): 0.147, atom 24 (F): 0.117, atom 25 (C): -0.058, atom 26 (C): -0.010, atom 27 (C): -0.313, atom 28 (O): -0.331, atom 29 (C): -0.531, atom 30 (F): 0.161, atom 31 (F): 0.151, atom 32 (F): 0.124, atom 33 (C): -0.531, atom 34 (F): 0.145, atom 35 (F): 0.136, atom 36 (F): 0.167, atom 37 (H): 0.063, atom 38 (H): 0.069, atom 39 (H): 0.069, atom 40 (H): 0.102, atom 41 (H): 0.101, atom 42 (H): 0.109, atom 43 (H): 0.114, atom 44 (H): 0.069, atom 45 (H): 0.081, atom 46 (H): 0.068, atom 47 (H): 0.109, atom 48 (H): 0.111, atom 49 (Se): -0.224, atom 50 (Sb): -0.296, atom 51 (Se): 0.056, atom 52 (Se): 0.015, atom 53 (Se): -0.308, atom 54 (C): -0.115, atom 55 (C): -0.269, atom 56 (C): -0.191, atom 57 (C): -0.157, atom 58 (N): -0.004, atom 59 (C): -0.582, atom 60 (Se): 0.657, atom 61 (N): 0.001, atom 62 (C): -0.144, atom 63 (C): -0.188, atom 64 (C): -0.269, atom 65 (C): -0.117, atom 66 (C): -0.150, atom 67 (C): -0.010, atom 68 (C): -0.097, atom 69 (C): -0.093, atom 70 (C): -0.001, atom 71 (C): -0.158, atom 72 (H): 0.064, atom 73 (H): 0.015, atom 74 (H): 0.064, atom 75 (H): 0.099, atom 76 (H): 0.094, atom 77 (H): 0.079, atom 78 (H): 0.105, atom 79 (H): 0.125, atom 80 (H): 0.049, atom 81 (H): 0.120, atom 82 (H): 0.097, atom 83 (H): 0.100, atom 84 (H): 0.113, atom 85 (H): 0.086, atom 86 (H): 0.099, atom 87 (H): 0.040, atom 88 (H): 0.073, atom 89 (H): 0.070, atom 90 (H): 0.109, atom 91 (H): 0.094, atom 92 (H): 0.095, atom 93 (H): 0.112

***

The following is a quantum chemistry calculation of 5 unconnected molecules or ions with the total composition C35H34F3INO18, from OMol25.

Output
- charge = +1
- gap between HOMO and LUMO (eV) = 7.54
- E_tot (eV) = -91434.3508
- HOMO energy (eV) = -11.51
- LUMO level (eV) = -4.0

Cartesian coordinates (Å):
C (1.952, -3.809, -0.096)
C (2.116, -2.326, 0.245)
O (1.368, -1.504, -0.657)
C (0.443, -0.668, -0.001)
C (-0.889, -1.388, 0.225)
C (-1.637, -1.211, 1.544)
C (-2.944, -2.074, 1.256)
I (-2.581, -3.917, 2.312)
C (-3.002, -2.197, -0.315)
F (-2.612, -3.470, -0.603)
N (-1.990, -1.201, -0.778)
C (-2.373, 0.262, -0.836)
C (-3.845, 0.576, -0.545)
F (-3.869, 1.934, -0.262)
C (-1.423, -1.652, -2.109)
C (-2.516, -1.815, -3.155)
O (-3.098, -2.806, -3.394)
F (-2.762, -0.679, -3.815)
H (2.789, -4.347, 0.350)
H (1.924, -3.954, -1.173)
H (1.046, -4.199, 0.374)
H (3.173, -2.062, 0.164)
H (1.810, -2.196, 1.287)
H (0.844, -0.306, 0.948)
H (0.333, 0.218, -0.637)
H (-0.583, -2.437, 0.275)
H (-2.018, -0.222, 1.775)
H (-1.022, -1.588, 2.352)
H (-3.768, -1.510, 1.678)
H (-4.016, -2.097, -0.700)
H (-1.755, 0.884, -0.190)
H (-2.189, 0.587, -1.858)
H (-4.252, 0.069, 0.329)
H (-4.456, 0.441, -1.439)
H (-0.844, -2.562, -2.003)
H (-0.748, -0.887, -2.490)
C (4.160, 0.130, -3.452)
C (2.862, -0.139, -3.613)
C (2.115, 0.232, -4.862)
O (0.931, -0.074, -4.916)
C (2.824, 0.925, -5.912)
C (4.129, 1.203, -5.760)
C (4.887, 0.809, -4.517)
O (6.069, 1.078, -4.456)
O (4.837, 1.836, -6.680)
O (2.112, -0.755, -2.696)
H (4.706, -0.134, -2.557)
H (2.271, 1.201, -6.799)
H (5.746, 1.909, -6.328)
H (1.234, -0.807, -3.115)
C (-1.036, 3.930, 1.838)
C (-0.710, 5.068, 2.475)
C (0.130, 5.060, 3.727)
O (0.400, 6.126, 4.238)
C (0.567, 3.774, 4.255)
C (0.235, 2.648, 3.615)
C (-0.581, 2.667, 2.355)
O (-0.833, 1.592, 1.811)
O (0.601, 1.440, 4.048)
O (-1.095, 6.261, 2.060)
H (-1.634, 3.915, 0.940)
H (1.155, 3.776, 5.161)
H (0.234, 0.803, 3.410)
H (-0.725, 6.907, 2.695)
C (-0.176, 6.855, -4.055)
C (-0.627, 8.003, -3.524)
C (-1.132, 8.075, -2.107)
O (-1.508, 9.149, -1.685)
C (-1.147, 6.851, -1.315)
C (-0.698, 5.714, -1.852)
C (-0.171, 5.647, -3.257)
O (0.233, 4.567, -3.656)
O (-0.677, 4.546, -1.200)
O (-0.660, 9.141, -4.200)
H (0.190, 6.790, -5.070)
H (-1.525, 6.909, -0.305)
H (-0.300, 3.913, -1.844)
H (-1.024, 9.812, -3.591)
C (1.499, -6.584, 5.894)
C (0.381, -5.990, 5.462)
C (-0.693, -6.751, 4.735)
O (-1.690, -6.134, 4.388)
C (-0.493, -8.159, 4.481)
C (0.628, -8.762, 4.911)
C (1.696, -8.007, 5.661)
O (2.674, -8.622, 6.034)
O (0.873, -10.045, 4.710)
O (0.138, -4.692, 5.639)
H (2.277, -6.048, 6.419)
H (-1.267, -8.689, 3.944)
H (1.742, -10.226, 5.120)
H (-0.737, -4.528, 5.239)

In the Löwdin picture, each atom carries the following charge in e: atom 1 (C): -0.053, atom 2 (C): -0.229, atom 3 (O): -0.186, atom 4 (C): -0.142, atom 5 (C): -0.224, atom 6 (C): -0.192, atom 7 (C): -0.573, atom 8 (I): 1.084, atom 9 (C): -0.293, atom 10 (F): -0.005, atom 11 (N): -0.085, atom 12 (C): -0.033, atom 13 (C): -0.137, atom 14 (F): -0.016, atom 15 (C): 0.026, atom 16 (C): -0.428, atom 17 (O): 0.229, atom 18 (F): 0.139, atom 19 (H): 0.083, atom 20 (H): 0.083, atom 21 (H): 0.065, atom 22 (H): 0.126, atom 23 (H): 0.120, atom 24 (H): 0.131, atom 25 (H): 0.137, atom 26 (H): 0.140, atom 27 (H): 0.093, atom 28 (H): 0.086, atom 29 (H): 0.076, atom 30 (H): 0.177, atom 31 (H): 0.116, atom 32 (H): 0.135, atom 33 (H): 0.118, atom 34 (H): 0.138, atom 35 (H): 0.159, atom 36 (H): 0.130, atom 37 (C): 0.084, atom 38 (C): -0.217, atom 39 (C): -0.307, atom 40 (O): 0.086, atom 41 (C): 0.079, atom 42 (C): -0.227, atom 43 (C): -0.306, atom 44 (O): 0.126, atom 45 (O): 0.133, atom 46 (O): 0.075, atom 47 (H): 0.137, atom 48 (H): 0.139, atom 49 (H): 0.128, atom 50 (H): 0.083, atom 51 (C): 0.072, atom 52 (C): -0.214, atom 53 (C): -0.299, atom 54 (O): 0.139, atom 55 (C): 0.090, atom 56 (C): -0.226, atom 57 (C): -0.277, atom 58 (O): 0.042, atom 59 (O): 0.116, atom 60 (O): 0.128, atom 61 (H): 0.120, atom 62 (H): 0.143, atom 63 (H): 0.102, atom 64 (H): 0.135, atom 65 (C): 0.077, atom 66 (C): -0.231, atom 67 (C): -0.303, atom 68 (O): 0.126, atom 69 (C): 0.083, atom 70 (C): -0.226, atom 71 (C): -0.316, atom 72 (O): 0.095, atom 73 (O): 0.081, atom 74 (O): 0.130, atom 75 (H): 0.139, atom 76 (H): 0.119, atom 77 (H): 0.110, atom 78 (H): 0.127, atom 79 (C): 0.080, atom 80 (C): -0.235, atom 81 (C): -0.316, atom 82 (O): -0.018, atom 83 (C): 0.075, atom 84 (C): -0.230, atom 85 (C): -0.308, atom 86 (O): 0.125, atom 87 (O): 0.132, atom 88 (O): 0.103, atom 89 (H): 0.139, atom 90 (H): 0.138, atom 91 (H): 0.128, atom 92 (H): 0.097

***

The following is a quantum chemistry calculation of a molecular structure, C35H34F6N4O7P2PbS2, from OMol25.

Output
- charge = +2
- gap between HOMO and LUMO (eV) = 6.41
- E_tot (eV) = -118926.7587
- HOMO energy (eV) = -14.35
- LUMO level (eV) = -7.9

Cartesian coordinates (Å):
Pb (1.002, -0.060, 0.495)
F (1.614, -2.859, 5.244)
C (1.205, -1.630, 5.027)
F (1.771, -0.788, 5.862)
F (-0.112, -1.556, 5.109)
S (1.642, -1.156, 3.287)
O (0.971, -2.087, 2.393)
O (1.202, 0.214, 3.041)
N (3.201, -1.319, 3.284)
S (4.017, -0.862, 2.038)
O (3.122, -0.448, 0.897)
O (5.056, -1.740, 1.658)
C (4.776, 0.765, 2.512)
F (3.807, 1.600, 2.855)
F (5.427, 1.237, 1.467)
F (5.592, 0.574, 3.523)
C (-0.768, -2.132, -3.111)
N (-0.323, -1.334, -1.934)
P (0.755, -0.023, -2.162)
C (2.079, -0.479, -3.262)
C (1.928, -0.378, -4.648)
C (2.963, -0.773, -5.477)
C (4.145, -1.255, -4.927)
C (4.304, -1.341, -3.549)
C (3.273, -0.953, -2.713)
C (-0.136, 1.381, -2.821)
C (-1.526, 1.409, -2.893)
C (-2.170, 2.540, -3.369)
C (-1.428, 3.650, -3.749)
C (-0.040, 3.631, -3.658)
C (0.612, 2.500, -3.199)
P (-0.494, -1.990, -0.398)
C (0.205, -3.608, -0.295)
C (-0.559, -4.706, 0.103)
C (0.043, -5.951, 0.189)
C (1.391, -6.094, -0.111)
C (2.153, -4.998, -0.508)
C (1.563, -3.754, -0.600)
C (-2.140, -1.885, 0.247)
C (-2.353, -2.255, 1.579)
C (-3.615, -2.123, 2.124)
C (-4.657, -1.618, 1.357)
C (-4.446, -1.246, 0.034)
C (-3.187, -1.371, -0.523)
H (0.071, -2.693, -3.521)
H (-1.171, -1.459, -3.866)
H (-1.553, -2.823, -2.808)
H (1.012, 0.015, -5.074)
H (2.853, -0.701, -6.550)
H (4.955, -1.554, -5.579)
H (5.237, -1.695, -3.132)
H (3.410, -0.989, -1.636)
H (-2.107, 0.549, -2.588)
H (-3.249, 2.557, -3.438)
H (-1.929, 4.533, -4.123)
H (0.534, 4.498, -3.956)
H (1.694, 2.489, -3.139)
H (-1.610, -4.594, 0.334)
H (-0.542, -6.809, 0.490)
H (1.855, -7.068, -0.035)
H (3.203, -5.118, -0.735)
H (2.159, -2.899, -0.907)
H (-1.536, -2.627, 2.185)
H (-3.785, -2.403, 3.154)
H (-5.643, -1.517, 1.792)
H (-5.264, -0.866, -0.562)
H (-3.030, -1.102, -1.560)
C (-0.437, 3.286, 4.133)
C (-1.836, 3.448, 3.555)
C (-1.916, 3.242, 2.016)
C (-3.358, 3.472, 1.526)
C (-3.528, 3.245, 0.032)
C (-1.010, 4.289, 1.381)
O (-1.265, 5.456, 1.360)
N (0.233, 3.849, 0.863)
C (0.546, 2.557, 0.741)
O (1.664, 2.148, 0.311)
N (-0.351, 1.588, 1.039)
C (-1.535, 1.796, 1.731)
O (-2.194, 0.855, 2.093)
H (-0.468, 3.372, 5.218)
H (0.246, 4.060, 3.774)
H (-0.007, 2.308, 3.897)
H (-2.229, 4.445, 3.759)
H (-2.519, 2.721, 3.996)
H (-3.628, 4.493, 1.794)
H (-4.000, 2.799, 2.095)
H (-2.926, 3.948, -0.549)
H (-4.568, 3.386, -0.261)
H (-3.241, 2.228, -0.253)
H (0.900, 4.558, 0.584)

In the Löwdin picture, each atom carries the following charge in e: atom 1 (Pb): 1.352, atom 2 (F): 0.196, atom 3 (C): -0.691, atom 4 (F): 0.198, atom 5 (F): 0.178, atom 6 (S): 0.632, atom 7 (O): -0.348, atom 8 (O): -0.337, atom 9 (N): -0.255, atom 10 (S): 0.683, atom 11 (O): -0.448, atom 12 (O): -0.187, atom 13 (C): -0.688, atom 14 (F): 0.164, atom 15 (F): 0.185, atom 16 (F): 0.197, atom 17 (C): -0.075, atom 18 (N): -0.471, atom 19 (P): 0.964, atom 20 (C): -0.356, atom 21 (C): -0.071, atom 22 (C): -0.040, atom 23 (C): -0.029, atom 24 (C): -0.041, atom 25 (C): -0.087, atom 26 (C): -0.355, atom 27 (C): -0.081, atom 28 (C): -0.057, atom 29 (C): -0.036, atom 30 (C): -0.043, atom 31 (C): -0.079, atom 32 (P): 0.943, atom 33 (C): -0.349, atom 34 (C): -0.049, atom 35 (C): -0.033, atom 36 (C): -0.020, atom 37 (C): -0.034, atom 38 (C): -0.076, atom 39 (C): -0.351, atom 40 (C): -0.086, atom 41 (C): -0.037, atom 42 (C): -0.024, atom 43 (C): -0.041, atom 44 (C): -0.071, atom 45 (H): 0.095, atom 46 (H): 0.090, atom 47 (H): 0.092, atom 48 (H): 0.117, atom 49 (H): 0.122, atom 50 (H): 0.123, atom 51 (H): 0.122, atom 52 (H): 0.083, atom 53 (H): 0.081, atom 54 (H): 0.120, atom 55 (H): 0.122, atom 56 (H): 0.121, atom 57 (H): 0.122, atom 58 (H): 0.114, atom 59 (H): 0.123, atom 60 (H): 0.125, atom 61 (H): 0.123, atom 62 (H): 0.091, atom 63 (H): 0.109, atom 64 (H): 0.125, atom 65 (H): 0.124, atom 66 (H): 0.121, atom 67 (H): 0.088, atom 68 (C): -0.054, atom 69 (C): -0.142, atom 70 (C): -0.295, atom 71 (C): -0.158, atom 72 (C): -0.066, atom 73 (C): -0.369, atom 74 (O): 0.175, atom 75 (N): 0.253, atom 76 (C): -0.542, atom 77 (O): -0.048, atom 78 (N): 0.059, atom 79 (C): -0.424, atom 80 (O): 0.132, atom 81 (H): 0.090, atom 82 (H): 0.086, atom 83 (H): 0.061, atom 84 (H): 0.134, atom 85 (H): 0.130, atom 86 (H): 0.132, atom 87 (H): 0.129, atom 88 (H): 0.079, atom 89 (H): 0.089, atom 90 (H): 0.064, atom 91 (H): 0.189

***

Number 1: largest force on an atom 0.42 eV/A. Number 2: largest force on an atom 3.32 eV/A. Number 3: largest force on an atom 0.61 eV/A.